The following is a quantum chemistry calculation of C42H46N9P2Se2Ti as an isolated structure, from the Open Molecules 2025 dataset.

The geometry in ORCA input format:
```
! wB97M-V def2-TZVPD RIJCOSX def2/J DEFGRID3
* xyz 2 2
Ti 1.51 -1.43 0.16
N 1.02 -1.59 -2.13
C 1.51 -2.80 -2.83
C 1.73 -3.89 -1.79
N 2.52 -3.42 -0.63
C 3.95 -3.23 -0.99
C 4.23 -1.83 -1.50
N 3.52 -0.87 -0.65
C 2.43 -4.43 0.44
C 1.01 -4.55 0.96
N 0.35 -3.23 0.91
H 0.00 -1.58 -2.15
H 1.30 -0.75 -2.64
H 2.41 -2.57 -3.38
H 0.78 -3.16 -3.56
H 2.20 -4.77 -2.24
H 0.75 -4.20 -1.43
H 4.26 -3.99 -1.72
H 4.53 -3.40 -0.09
H 5.31 -1.66 -1.50
H 3.90 -1.69 -2.53
H 3.44 0.05 -1.10
H 4.05 -0.71 0.23
H 3.10 -4.11 1.24
H 2.80 -5.40 0.08
H 1.04 -4.91 1.99
H 0.43 -5.29 0.40
H -0.47 -3.22 0.28
H -0.05 -3.00 1.82
Se -2.93 0.73 -4.07
P -3.52 1.03 -2.08
C -5.08 0.25 -1.63
C -6.03 0.05 -2.63
C -7.28 -0.46 -2.31
C -7.58 -0.78 -0.99
C -6.64 -0.59 0.01
C -5.39 -0.08 -0.31
C -3.65 2.77 -1.58
C -4.55 3.18 -0.60
C -4.64 4.52 -0.26
C -3.82 5.46 -0.88
C -2.94 5.05 -1.87
C -2.86 3.72 -2.23
C -2.31 0.22 -0.98
C -1.06 0.52 -0.45
N -0.53 -0.66 -0.04
N -1.41 -1.62 -0.31
N -2.47 -1.12 -0.86
P -0.07 1.97 -0.11
Se 1.82 1.20 0.62
C -0.84 2.93 1.20
C -2.18 2.77 1.52
C -2.75 3.53 2.53
C -1.97 4.45 3.23
C -0.62 4.60 2.92
C -0.05 3.84 1.92
C 0.16 2.95 -1.58
C 0.27 2.31 -2.81
C 0.51 3.06 -3.96
C 0.65 4.43 -3.87
C 0.54 5.07 -2.64
C 0.29 4.33 -1.49
H -5.78 0.29 -3.65
H -8.01 -0.61 -3.09
H -8.56 -1.18 -0.75
H -6.87 -0.85 1.03
H -4.65 0.05 0.47
H -5.21 2.47 -0.12
H -5.35 4.84 0.49
H -3.90 6.50 -0.62
H -2.33 5.78 -2.39
H -2.21 3.41 -3.04
H -2.80 2.07 0.97
H -3.79 3.41 2.77
H -2.41 5.04 4.02
H -0.02 5.30 3.47
H 1.00 3.94 1.71
H 0.12 1.24 -2.90
H 0.56 2.56 -4.92
H 0.83 5.02 -4.76
H 0.64 6.15 -2.57
H 0.18 4.84 -0.54
C 6.85 -2.92 2.01
C 6.18 -3.84 2.81
C 4.88 -3.57 3.19
C 4.27 -2.39 2.74
N 4.89 -1.53 1.94
C 6.16 -1.78 1.61
C 2.93 -2.00 3.25
C 2.67 -2.22 4.61
C 1.48 -1.78 5.17
C 0.58 -1.12 4.36
C 0.90 -0.93 3.03
N 2.03 -1.39 2.46
H 7.87 -3.07 1.71
H 6.67 -4.74 3.14
H 4.34 -4.26 3.82
H 6.65 -1.04 0.99
H 3.43 -2.68 5.22
H 1.28 -1.94 6.22
H -0.35 -0.73 4.74
H 0.22 -0.39 2.37
*
```

Output
**Highest occupied orbital energy (spin up / spin down)**: -11.9 / -11.9 eV
**Frontier orbital gap (spin up / spin down)**: 6.45 / 6.64 eV
**Energy above the lowest of the compared OMol25 structures with the same formula, charge and spin**: 0.0 kcal/mol
**Lowest unoccupied orbital energy (spin up / spin down)**: -5.480 / -5.287 eV
**<S²>**: 0.75

Löwdin population analysis, charges in e, atoms 1 to 6:
1 Ti 0.83
2 N 0.01
3 C -0.18
4 C -0.15
5 N -0.22
6 C -0.14